The ion C4H3Cl2N2O3S with charge -1 at a distorted geometry, computed with wB97M-V/def2-TZVPD.

Values from the calculation:
HOMO-LUMO gap = 8.5 eV
Lowest unoccupied orbital energy = 3.23 eV
Molecular weight = 230.05 Da
Energy relative to the best compared isomer or geometry (same formula, charge and spin) = 0.0 kcal per mole
Multiplicity = 1
Charge = -1
Max |F| = 5.1 eV Å⁻¹

Geometry (Å):
Cl: 0.277 -1.236 2.380
Cl: -1.760 -0.560 -2.272
S: 1.610 -1.604 -0.314
O: 2.485 -0.636 0.382
O: 1.861 -1.767 -1.668
O: 1.245 -2.799 0.423
N: -0.766 1.625 -0.982
N: 0.074 -0.570 -0.193
C: -0.264 -0.146 1.182
C: -1.165 1.867 0.221
C: -0.949 1.023 1.368
C: -0.285 0.303 -1.208
H: -1.266 1.358 2.309
H: -1.612 2.898 0.367
H: 0.515 0.243 -1.995

A cluster of 9 separate species, C40H89F3N4O6 in total at a distorted geometry, computed with wB97M-V/def2-TZVPD.

Values from the calculation:
HOMO-LUMO gap = 8.7 eV
Lowest unoccupied orbital energy = 0.46 eV
Molecular weight = 779.17 Da
Energy relative to the best compared isomer or geometry (same formula, charge and spin) = 0.0 kcal per mole
Multiplicity = 1
Charge = 0
Max |F| = 2.3 eV Å⁻¹

Geometry (Å):
F: 14.481 -7.701 -23.092
F: 12.816 -6.541 -22.289
F: 12.435 -8.212 -23.624
O: 14.188 -9.308 -21.056
O: 14.583 -7.692 -10.177
O: 12.036 -8.866 -20.870
O: 16.383 -6.682 -17.225
O: 11.021 -4.894 -15.956
O: 14.669 -9.289 -14.280
N: 20.201 -6.640 -12.872
N: 15.062 -13.354 -10.075
N: 18.274 -12.364 -17.191
N: 16.862 -2.715 -14.526
C: 21.531 -8.103 -11.330
C: 19.311 -4.922 -11.329
C: 16.739 -9.421 -15.367
C: 13.993 -8.042 -9.176
C: 17.002 -13.855 -8.613
C: 17.423 -13.466 -17.671
C: 12.858 -13.180 -11.166
C: 14.242 -10.297 -20.046
C: 11.843 -5.702 -16.287
C: 18.706 -6.400 -17.442
C: 21.023 -6.894 -14.052
C: 17.361 -6.833 -17.923
C: 13.234 -7.757 -22.635
C: 20.458 -5.319 -12.258
C: 16.740 -3.994 -13.796
C: 13.065 -8.726 -21.447
C: 20.500 -8.118 -14.806
C: 18.255 -2.332 -14.758
C: 16.201 -12.887 -18.351
C: 12.912 -9.078 -9.236
C: 19.094 -3.249 -15.634
C: 15.845 -9.016 -14.225
C: 14.346 -7.403 -7.837
C: 15.446 -4.097 -13.007
C: 16.110 -2.809 -15.778
C: 19.238 -12.896 -16.210
C: 16.428 -8.131 -13.144
C: 15.948 -12.835 -9.047
C: 15.910 -11.948 -11.960
C: 19.581 -10.326 -17.907
C: 12.042 -6.180 -17.711
C: 13.740 -12.717 -10.003
C: 15.973 -1.432 -16.433
C: 18.582 -13.316 -14.894
C: 20.165 -7.722 -11.887
C: 18.993 -11.703 -18.278
C: 15.704 -13.354 -11.378
C: 12.846 -6.272 -15.314
C: 14.077 -9.658 -18.673
C: 17.293 -7.483 -19.268
H: 18.482 -14.399 -14.940
H: 15.435 -12.391 -8.192
H: 17.829 -8.425 -19.368
H: 13.788 -6.461 -7.820
H: 18.974 -4.316 -15.418
H: 12.606 -14.237 -11.048
H: 16.877 -0.999 -16.870
H: 19.439 -7.926 -14.977
H: 12.675 -7.290 -14.965
H: 17.548 -3.977 -13.062
H: 11.924 -12.622 -11.250
H: 13.299 -13.137 -12.161
H: 19.926 -9.955 -18.876
H: 17.029 -13.975 -16.787
H: 15.908 -8.307 -12.208
H: 17.283 -10.345 -15.124
H: 22.285 -8.304 -12.090
H: 19.541 -7.500 -11.025
H: 17.702 -6.751 -19.975
H: 21.058 -6.036 -14.719
H: 15.163 -13.929 -12.132
H: 17.689 -13.465 -7.858
H: 18.781 -9.667 -17.567
H: 17.622 -14.178 -9.448
H: 18.280 -1.316 -15.148
H: 19.608 -6.851 -17.871
H: 14.015 -8.039 -7.020
H: 17.485 -8.408 -13.075
H: 14.699 -8.769 -18.554
H: 12.724 -5.685 -14.395
H: 20.925 -8.159 -15.813
H: 18.833 -6.396 -16.364
H: 19.113 -12.961 -14.014
H: 15.219 -1.375 -17.218
H: 18.490 -11.700 -19.241
H: 13.063 -9.285 -18.538
H: 16.874 -4.822 -14.504
H: 19.515 -5.354 -10.349
H: 14.591 -4.298 -13.659
H: 15.525 -13.678 -18.689
H: 15.626 -5.013 -12.432
H: 21.513 -8.933 -10.618
H: 22.041 -7.099 -13.690
H: 21.350 -5.423 -11.626
H: 15.697 -0.716 -15.654
H: 13.930 -11.639 -10.082
H: 16.185 -12.022 -13.018
H: 16.118 -9.740 -16.202
H: 21.914 -7.311 -10.674
H: 15.384 -7.089 -7.781
H: 13.187 -12.942 -9.093
H: 13.508 -11.093 -20.206
H: 16.259 -7.633 -19.579
H: 18.367 -5.319 -11.695
H: 19.905 -12.045 -16.059
H: 16.640 -13.916 -11.396
H: 16.776 -11.420 -11.553
H: 18.822 -3.147 -16.689
H: 17.984 -14.233 -18.220
H: 11.131 -6.124 -18.306
H: 14.304 -10.382 -17.893
H: 15.683 -12.119 -17.782
H: 12.327 -7.233 -17.790
H: 16.527 -14.738 -8.181
H: 19.886 -12.342 -18.419
H: 20.176 -3.117 -15.558
H: 15.204 -10.794 -20.168
H: 16.522 -11.964 -9.407
H: 12.905 -5.664 -18.137
H: 19.875 -13.718 -16.571
H: 12.980 -9.636 -10.164
H: 19.755 -8.604 -12.383
H: 16.387 -3.579 -16.514
H: 20.651 -9.100 -14.362
H: 18.902 -5.405 -17.870
H: 17.592 -12.856 -14.870
H: 18.734 -2.362 -13.773
H: 13.878 -6.101 -15.622
H: 16.444 -12.399 -19.302
H: 13.119 -9.717 -8.374
H: 19.323 -3.833 -11.265
H: 15.160 -3.234 -12.414
H: 15.092 -3.101 -15.505
H: 20.411 -10.426 -17.217
H: 17.522 -8.701 -15.589
H: 20.614 -4.609 -13.068
H: 11.959 -8.551 -9.166
H: 16.431 -7.117 -13.546
H: 15.017 -11.330 -11.909

The molecule C3H7N3S at a distorted geometry, computed with wB97M-V/def2-TZVPD.

Values from the calculation:
HOMO-LUMO gap = 9.4 eV
Lowest unoccupied orbital energy = 0.82 eV
Molecular weight = 117.18 Da
Energy relative to the best compared isomer or geometry (same formula, charge and spin) = 89.0 kcal per mole
Multiplicity = 1
Charge = 0
Max |F| = 5.7 eV Å⁻¹

Geometry (Å):
S: 0.114 1.849 -0.628
N: -2.406 0.867 -1.138
N: -2.033 -0.569 -1.321
N: 0.421 0.343 0.096
C: 1.643 0.154 0.498
C: -1.717 1.847 -0.889
C: 1.810 -1.203 1.215
H: -2.752 -1.199 -1.000
H: 0.807 -1.776 1.365
H: -2.178 2.731 -0.672
H: 2.508 0.972 0.437
H: -1.097 -0.761 -0.823
H: 2.408 -1.342 2.248
H: 2.473 -1.913 0.611

The molecule C18H19N3O2 at a distorted geometry, computed with wB97M-V/def2-TZVPD.

Values from the calculation:
HOMO-LUMO gap = 7.8 eV
Lowest unoccupied orbital energy = -0.05 eV
Molecular weight = 309.37 Da
Energy relative to the best compared isomer or geometry (same formula, charge and spin) = 430.6 kcal per mole
Multiplicity = 1
Charge = 0
Max |F| = 16.5 eV Å⁻¹

Geometry (Å):
O: -2.917 -0.987 0.647
O: 1.067 -0.124 1.841
N: -0.428 1.723 1.785
N: -0.603 -1.808 0.452
N: -1.122 -2.555 -0.797
C: 1.373 -3.260 -0.882
C: -1.276 4.324 -0.704
C: -1.854 -1.269 0.802
C: 0.830 2.679 1.095
C: -0.074 0.460 1.948
C: -3.532 3.416 -1.376
C: -2.748 4.410 -0.986
C: -1.854 1.906 -0.942
C: 2.281 -3.166 -1.950
C: -1.220 -0.685 2.485
C: 0.036 -3.152 -1.254
C: 3.747 -3.283 -1.659
C: -0.845 2.892 -0.783
C: 3.982 -3.638 -0.221
C: 0.555 2.587 -0.420
C: 3.153 -3.811 0.677
C: -2.941 2.356 -1.361
C: 1.779 -3.687 0.348
H: 4.451 -3.154 -2.253
H: 0.616 3.544 1.724
H: 0.805 1.584 -0.590
H: -0.738 5.093 -0.550
H: -2.091 -0.016 2.838
H: 0.737 -3.990 1.087
H: 3.274 -4.139 1.525
H: 5.039 -3.786 0.304
H: -2.877 5.593 -0.918
H: 1.830 2.193 1.682
H: -4.428 3.905 -1.430
H: -1.232 2.002 1.800
H: -3.721 1.387 -1.341
H: 2.067 -2.997 -2.814
H: 0.201 -2.024 1.051
H: -0.300 -3.366 -2.182
H: -0.885 -1.397 3.193
H: -1.418 0.910 -1.102
H: 1.283 3.329 -0.768

A structure of composition C24H19BBrCl2N8O2Sc, computed with wB97M-V/def2-TZVPD.

Values from the calculation:
HOMO-LUMO gap (spin up / spin down) = 7.1 / 8.4 eV
Lowest unoccupied orbital energy (spin up / spin down) = -3.01 / -3.02 eV
Molecular weight = 658.05 Da
Energy relative to the best compared isomer or geometry (same formula, charge and spin) = 13.2 kcal per mole
Multiplicity = 2
Charge = +1
Expectation value of S² = 0.75
Max |F| = 0.4 eV Å⁻¹

Geometry (Å):
Br: 0.132 1.897 -3.007
Sc: 0.886 0.600 -0.605
Cl: 4.434 -0.848 -4.721
Cl: 3.810 1.570 -3.138
O: 1.843 -0.515 -1.822
O: 1.470 -0.479 -4.070
N: -0.420 -0.280 4.715
N: -0.632 -0.527 1.787
N: -0.442 1.976 1.737
N: 1.607 0.556 2.286
N: -0.023 2.322 0.486
N: -0.588 -0.578 0.421
N: 2.212 0.572 1.070
N: -0.219 0.824 3.947
C: -3.425 -0.114 -2.439
C: -1.988 -1.724 -3.547
C: -0.889 -0.818 -3.536
C: 3.517 0.367 1.275
C: 2.336 -0.718 -3.033
C: -1.424 2.803 2.124
C: -0.742 3.390 0.130
C: 3.769 0.219 2.631
C: -1.218 -1.701 0.053
C: -1.153 0.468 -2.975
C: 0.053 1.903 4.733
C: 3.725 -0.278 -3.232
C: -0.311 0.127 5.964
C: -1.640 3.739 1.131
C: -1.291 -1.598 2.244
C: 0.346 -1.294 -4.059
C: 2.528 0.339 3.233
C: 0.466 -2.553 -4.567
C: -0.633 -3.431 -4.589
C: -1.690 -2.373 1.167
C: -0.010 1.501 6.039
C: -3.238 -1.340 -3.000
C: -2.361 0.810 -2.435
C: -1.832 -3.025 -4.086
B: 0.058 0.696 2.476
H: -1.291 -1.957 -0.991
H: -4.048 -2.058 -3.033
H: -2.339 4.556 1.139
H: -4.378 0.169 -2.017
H: -0.516 -4.423 -5.001
H: -2.688 -3.688 -4.089
H: 4.334 -0.591 -2.392
H: 4.715 0.046 3.111
H: 4.197 0.342 0.439
H: -0.576 3.855 -0.828
H: 2.242 0.275 4.270
H: -2.507 1.801 -2.025
H: -0.455 -0.577 6.769
H: -1.414 -1.731 3.305
H: 0.132 2.105 6.918
H: -1.903 2.675 3.080
H: 1.432 -2.854 -4.951
H: 0.281 2.867 4.308
H: -2.241 -3.296 1.198